A.
Here is a cluster of 11 separate species, C20H65ClN5O14 in total from the Open Molecules 2025 dataset. Energies are from the ωB97M-V functional and the def2-TZVPD basis.

```
105
Properties=species:S:1:pos:R:3
Cl -0.475 -1.348 -0.328
O 0.770 -1.629 -1.010
O -0.253 -0.479 0.811
O -1.355 -0.710 -1.293
O -1.034 -2.571 0.160
O -0.221 -1.140 -4.081
H -0.433 -1.146 -3.137
H -1.090 -0.922 -4.521
O -3.491 -4.152 0.665
H -2.793 -3.485 0.589
H -4.307 -3.645 0.701
O 2.012 -4.352 -1.316
H 1.786 -3.421 -1.186
H 2.322 -4.646 -0.454
O -0.871 -5.733 0.129
H -0.951 -4.771 0.076
H -1.368 -5.970 0.918
O 2.836 -1.606 1.249
H 1.988 -1.587 0.786
H 2.681 -1.105 2.055
C -0.679 0.817 5.916
C -1.121 1.685 4.713
C 0.073 2.337 4.014
O -0.320 2.934 2.779
C 0.712 3.217 1.854
N -1.842 0.714 3.816
H -0.152 -0.067 5.554
H -1.618 0.470 6.338
H -0.001 1.400 6.542
H -1.948 2.357 4.951
H 0.813 1.588 3.702
H 0.547 3.127 4.607
H 1.549 3.710 2.353
H 0.293 3.911 1.125
H 1.003 2.319 1.302
H -1.061 0.321 3.283
H -2.322 1.250 3.093
C -4.205 2.006 -0.799
C -2.913 2.583 -0.256
C -2.924 4.085 0.072
O -3.595 4.896 -0.853
C -2.973 4.981 -2.128
N -2.557 1.850 0.983
H -4.283 2.195 -1.876
H -5.073 2.499 -0.350
H -4.383 0.942 -0.652
H -2.111 2.446 -0.994
H -1.897 4.407 0.304
H -3.420 4.278 1.029
H -1.989 5.442 -2.012
H -3.679 5.515 -2.759
H -2.843 3.984 -2.561
H -2.031 1.010 0.761
H -1.843 2.485 1.340
C -4.285 -0.164 -3.745
C -3.569 0.496 -4.919
C -2.915 1.802 -4.515
O -2.188 2.387 -5.586
C -2.959 3.246 -6.411
N -2.475 -0.399 -5.372
H -5.075 0.424 -3.279
H -3.546 -0.233 -2.940
H -4.547 -1.168 -4.075
H -4.238 0.687 -5.768
H -2.203 1.627 -3.704
H -3.638 2.504 -4.081
H -3.763 2.740 -6.954
H -2.318 3.858 -7.036
H -3.521 3.925 -5.755
H -2.016 0.143 -6.100
H -2.929 -1.227 -5.742
C 5.492 -0.055 -3.924
C 4.118 -0.366 -3.296
C 3.610 0.760 -2.391
O 4.422 0.857 -1.241
C 4.097 1.938 -0.417
N 3.195 -0.550 -4.406
H 6.167 0.057 -3.073
H 5.388 0.814 -4.578
H 5.875 -0.862 -4.550
H 4.144 -1.388 -2.907
H 2.640 0.356 -2.069
H 3.542 1.706 -2.938
H 4.816 1.985 0.402
H 3.087 1.903 -0.001
H 4.248 2.897 -0.932
H 3.258 0.229 -5.060
H 2.224 -0.539 -4.092
C 4.443 -4.515 6.513
C 3.908 -3.912 5.229
C 2.470 -4.271 4.910
O 2.129 -3.799 3.615
C 0.782 -3.329 3.619
N 4.115 -2.451 5.271
H 4.405 -5.599 6.362
H 3.868 -4.212 7.387
H 5.497 -4.276 6.640
H 4.496 -4.225 4.361
H 1.791 -4.017 5.732
H 2.400 -5.368 4.890
H 0.093 -4.154 3.815
H 0.533 -2.979 2.616
H 0.687 -2.461 4.274
H 3.420 -2.003 5.867
H 3.867 -2.100 4.348
```

Output
E_LUMO, eV: 2.25
Charge: -1
2S+1: 1
HOMO-LUMO gap, eV: 8.77

B.
Here is a structure of composition C20H65ClN5O14 from the Open Molecules 2025 dataset. Energies are from the ωB97M-V functional and the def2-TZVPD basis.

```
105
Properties=species:S:1:pos:R:3
Cl -0.695 0.245 0.148
O -0.179 -0.753 1.044
O -2.034 -0.158 -0.035
O -0.709 1.569 0.743
O 0.030 0.325 -1.088
O -0.884 0.608 -3.175
H -0.754 1.528 -2.945
H -1.031 0.170 -2.337
O -2.991 1.850 0.982
H -2.230 1.269 0.982
H -2.632 2.715 0.786
O -0.614 -1.031 2.849
H -0.715 -1.067 1.898
H 0.316 -0.848 2.985
O 0.282 -1.249 -2.500
H -0.497 -0.918 -2.947
H 0.454 -0.608 -1.810
O -1.751 -0.711 -2.171
H -2.047 -1.609 -2.023
H -1.756 -0.311 -1.301
C -3.707 -1.475 1.165
C -4.681 -1.116 0.111
C -3.981 -0.095 -0.913
O -4.839 0.223 -2.024
C -5.744 1.271 -1.769
N -5.046 -2.412 -0.493
H -2.737 -1.726 0.734
H -4.104 -2.361 1.661
H -3.671 -0.688 1.918
H -5.530 -0.676 0.634
H -3.143 -0.624 -1.367
H -3.561 0.774 -0.406
H -6.238 1.027 -0.828
H -6.494 1.269 -2.560
H -5.185 2.206 -1.745
H -5.906 -2.170 -0.965
H -5.278 -3.108 0.201
C 3.448 3.417 0.500
C 3.787 1.894 0.689
C 2.752 1.015 -0.016
O 2.889 -0.253 0.507
C 2.095 -1.178 -0.243
N 5.141 1.692 0.332
H 2.409 3.587 0.780
H 3.400 3.619 -0.570
H 4.207 3.946 1.078
H 3.730 1.675 1.755
H 3.010 1.172 -1.064
H 1.682 1.223 0.018
H 2.221 -2.191 0.140
H 2.297 -1.115 -1.312
H 1.070 -0.888 -0.012
H 5.325 2.092 -0.577
H 5.192 0.713 0.090
C 0.203 3.669 -0.399
C -0.660 3.328 -1.597
C 0.281 3.035 -2.797
O -0.401 2.952 -4.070
C 0.546 2.657 -5.113
N -1.403 2.091 -1.273
H 0.813 2.861 0.003
H -0.524 3.936 0.368
H 0.944 4.462 -0.502
H -1.289 4.172 -1.879
H 0.709 2.070 -2.527
H 1.038 3.820 -2.806
H -0.184 2.492 -5.905
H 1.100 1.724 -5.006
H 1.138 3.524 -5.408
H -0.764 1.454 -0.819
H -2.098 2.264 -0.560
C 0.760 -2.005 0.190
C 1.472 -3.262 0.654
C 1.149 -4.545 -0.135
O 1.798 -5.788 0.353
C 1.024 -6.512 1.356
N 2.931 -3.101 0.558
H 0.912 -1.951 -0.887
H 1.064 -1.100 0.716
H -0.320 -2.110 0.303
H 1.177 -3.474 1.682
H 1.560 -4.473 -1.142
H 0.075 -4.667 -0.275
H 0.961 -6.029 2.331
H 1.644 -7.385 1.557
H -0.001 -6.753 1.075
H 3.140 -2.576 -0.279
H 3.309 -4.014 0.347
C 0.958 2.408 1.714
C 0.692 1.172 2.562
C 1.739 0.076 2.556
O 1.378 -1.039 3.391
C 2.103 -2.307 3.282
N 0.560 1.751 3.915
H 1.922 2.861 1.950
H 0.102 3.072 1.830
H 0.885 2.069 0.681
H -0.223 0.710 2.194
H 2.742 0.366 2.869
H 1.869 -0.222 1.516
H 1.867 -2.845 2.364
H 1.867 -3.003 4.086
H 3.184 -2.170 3.262
H 1.441 1.834 4.402
H 0.436 2.744 3.776
```

Output
E_LUMO, eV: 2.65
Charge: -1
2S+1: 1
HOMO-LUMO gap, eV: 5.55

A is preferred energetically. Next in line: 5492.0 kJ/mol higher.

A.
Here is an isolated molecule of C26H34N2O3 from the Open Molecules 2025 dataset. Energies are from the ωB97M-V functional and the def2-TZVPD basis.

```
65
Properties=species:S:1:pos:R:3
O 3.559 -1.263 0.154
C 2.898 -0.947 1.136
N 3.463 -0.772 2.353
C 4.885 -1.001 2.504
H 5.280 -0.246 3.192
C 5.158 -2.401 3.065
C 4.751 -3.500 2.062
O 5.336 -3.341 0.801
H 4.865 -2.621 0.340
H 5.096 -4.467 2.443
H 3.657 -3.542 1.972
C 4.420 -2.542 4.401
C 2.939 -2.184 4.274
C 2.756 -0.813 3.612
H 3.167 -0.031 4.261
H 1.696 -0.616 3.452
H 2.422 -2.937 3.677
H 2.475 -2.168 5.262
H 4.885 -1.872 5.129
H 4.520 -3.563 4.776
H 6.236 -2.491 3.232
H 5.363 -0.874 1.531
C 1.437 -0.684 1.019
C 0.875 0.525 1.427
C -0.465 0.769 1.229
C -1.285 -0.185 0.616
C -0.722 -1.390 0.205
C 0.627 -1.624 0.397
H 1.064 -2.551 0.057
H -1.320 -2.148 -0.276
O -2.585 0.167 0.483
C -3.495 -0.694 -0.183
C -4.886 -0.112 0.060
C -5.020 1.273 -0.578
N -4.304 1.352 -1.833
C -4.179 0.083 -2.502
C -3.215 -0.794 -1.696
H -2.199 -0.444 -1.884
H -3.295 -1.829 -2.030
H -3.756 0.247 -3.495
H -5.150 -0.430 -2.630
C -4.617 2.509 -2.634
H -4.599 2.239 -3.694
C -3.578 3.625 -2.401
C -2.218 3.128 -2.794
C -1.730 3.321 -4.079
C -0.505 2.798 -4.454
C 0.244 2.066 -3.548
C -0.235 1.866 -2.265
C -1.457 2.396 -1.891
H -1.835 2.235 -0.894
H 0.346 1.294 -1.554
H 1.199 1.653 -3.841
H -0.135 2.959 -5.456
H -2.313 3.888 -4.792
H -3.857 4.497 -2.994
H -3.587 3.899 -1.346
H -5.622 2.896 -2.404
H -4.601 2.026 0.097
H -6.096 1.501 -0.707
H -5.067 -0.034 1.133
H -5.620 -0.801 -0.359
H -3.440 -1.692 0.280
H -0.908 1.704 1.535
H 1.498 1.284 1.878
```

Output
E_LUMO, eV: 0.70
2S+1: 1
HOMO-LUMO gap, eV: 8.90
SMILES: O=C(c1ccc(OC2CCN(CCc3ccccc3)CC2)cc1)N1CCC[C@@H](CO)C1

B.
Here is a structure of composition C26H34N2O3 from the Open Molecules 2025 dataset. Energies are from the ωB97M-V functional and the def2-TZVPD basis.

```
65
Properties=species:S:1:pos:R:3
O -3.211 -3.894 2.219
C -3.111 -2.834 2.536
N -3.991 -2.195 3.246
C -5.261 -2.716 3.427
H -5.645 -2.396 4.244
C -6.278 -2.185 2.367
C -5.951 -2.631 1.007
O -5.699 -4.334 0.930
H -4.788 -4.472 1.310
H -6.850 -2.674 0.338
H -4.891 -2.403 0.686
C -6.241 -0.844 2.332
C -5.160 -0.090 2.031
C -3.951 -0.644 3.286
H -4.289 -0.417 4.119
H -2.980 -0.049 3.017
H -4.792 -0.166 1.147
H -5.132 1.093 2.331
H -6.814 -0.587 3.419
H -7.014 -0.374 1.696
H -7.183 -2.775 2.641
H -4.903 -3.652 3.550
C -1.608 -2.112 2.302
C -0.866 -1.364 3.332
C 0.398 -1.214 2.882
C 0.772 -1.039 1.703
C -0.039 -1.513 0.544
C -1.067 -2.283 1.015
H -1.662 -2.518 0.158
H 0.417 -1.604 -0.320
O 2.105 -0.512 1.557
C 2.726 -0.503 0.161
C 2.221 0.637 -0.623
C 3.016 0.735 -2.029
N 4.446 0.994 -1.632
C 5.084 -0.211 -0.582
C 4.180 -0.326 0.465
H 4.301 0.954 1.281
H 4.632 -0.977 1.229
H 6.202 0.154 -0.435
H 4.826 -0.977 -1.144
C 5.449 1.448 -2.598
H 6.360 0.997 -2.574
C 5.296 2.876 -3.087
C 4.196 3.267 -3.643
C 3.589 3.018 -4.877
C 2.434 3.590 -5.438
C 1.499 4.319 -4.653
C 2.052 4.392 -3.340
C 3.338 4.109 -2.794
H 3.450 4.173 -1.759
H 1.347 5.032 -2.718
H 0.668 4.460 -5.019
H 2.223 3.427 -6.428
H 4.297 2.564 -5.431
H 5.605 3.351 -1.844
H 6.147 2.939 -3.792
H 5.014 0.794 -3.634
H 2.773 1.417 -2.517
H 2.865 -0.132 -2.201
H 2.203 1.562 -0.235
H 1.131 0.545 -0.862
H 2.574 -1.497 -0.210
H 0.968 -0.328 3.709
H -1.423 -1.403 4.201
```

Output
E_LUMO, eV: 0.49
2S+1: 1
HOMO-LUMO gap, eV: 8.49

A is preferred energetically. Next in line: 2246.8 kJ/mol higher.

A.
Here is a cluster of 2 separate species, C7H9P in total from the Open Molecules 2025 dataset. Energies are from the ωB97M-V functional and the def2-TZVPD basis.

```
17
Properties=species:S:1:pos:R:3
C -1.178 -2.736 1.020
C -1.171 -1.433 0.690
C 3.628 -1.861 -2.469
C -0.956 -0.220 0.385
C -0.695 1.061 0.375
C 0.541 1.692 -0.301
C -1.739 1.959 0.933
P 2.763 -2.664 -1.464
H -1.992 -3.054 1.555
H 4.386 -1.410 -3.107
H -0.458 -3.492 0.544
H 1.389 2.136 0.402
H 1.119 0.851 -0.761
H 0.332 2.427 -1.054
H -2.028 2.856 0.251
H -1.286 2.440 1.821
H -2.657 1.450 1.180
```

Output
E_LUMO, eV: 0.52
2S+1: 1
HOMO-LUMO gap, eV: 8.95
SMILES: C=C=C=C(C)C.C#P

B.
Here is an isolated molecule of C7H9P from the Open Molecules 2025 dataset. Energies are from the ωB97M-V functional and the def2-TZVPD basis.

```
17
Properties=species:S:1:pos:R:3
C 2.170 -1.432 0.468
C 1.087 -1.027 0.113
C -2.304 0.904 0.901
C -1.055 0.622 0.241
C -3.531 0.722 0.392
C -0.907 0.233 -1.210
C 3.548 -1.742 0.827
P -0.578 -1.142 -0.155
H -2.040 1.313 1.842
H -0.128 1.079 0.799
H -4.427 0.950 0.933
H -3.552 0.196 -0.539
H -1.871 0.404 -1.875
H -0.050 0.634 -1.865
H 3.827 -1.298 1.741
H 3.780 -2.795 0.916
H 4.169 -1.404 0.052
```

Output
E_LUMO, eV: 0.90
2S+1: 1
HOMO-LUMO gap, eV: 9.19
SMILES: C=C[C@@H]1CP1C#CC

B is preferred energetically. Next in line: 132.1 kJ/mol higher.